No. 1
{"formula": "C10H9I2LuN3O4RuS", "method": "ωB97M-V/def2-TZVPD", "de_lowest_kcal_mol": 70.92, "total_charge": 4, "multiplicity": 6, "symbols": ["I", "I", "Lu", "Ru", "S", "C", "C", "C", "C", "C", "C", "C", "C", "O", "O", "O", "O", "H", "H", "H", "H", "H", "H", "H", "H", "H", "N", "C", "N", "C", "N"], "positions_angstrom": [[1.426, -3.603, 0.656], [1.666, 3.637, 0.669], [0.350, 1.195, 1.065], [-0.062, -1.451, 0.893], [1.281, -0.178, -0.763], [-1.378, -1.906, -0.260], [-1.103, -2.068, 2.287], [0.691, -0.023, -2.502], [1.548, 1.094, -3.115], [-0.794, 0.266, -2.705], [1.096, -1.409, -3.025], [-0.964, 2.127, 2.654], [-1.525, 2.067, -0.117], [-1.677, -2.455, 3.223], [-2.235, -2.312, -0.978], [-1.438, 2.506, 3.649], [-2.340, 2.606, -0.740], [1.296, 1.175, -4.180], [2.610, 0.861, -3.010], [1.348, 2.051, -2.627], [-1.150, -0.362, -3.535], [-0.958, 1.314, -2.973], [-1.417, 0.025, -1.837], [0.867, -1.447, -4.090], [0.549, -2.199, -2.506], [2.165, -1.569, -2.871], [0.124, -0.051, 3.102], [0.017, -0.317, 4.256], [0.007, -0.633, 5.473], [0.000, 0.202, 6.486], [0.000, 0.860, 7.420]], "forces_ev_per_a": [[0.2, -0.1, 0.1], [0.7, 1.2, -0.2], [0.9, 0.2, 1.5], [3.2, 0.0, -0.2], [-0.2, -0.7, 0.3], [-7.0, -3.0, -5.9], [-3.9, -3.1, 5.6], [0.3, 0.1, -1.2], [0.2, -0.3, 0.3], [-0.4, -0.1, 0.3], [0.2, -0.2, 0.1], [-3.9, 3.6, 6.9], [-4.7, 3.0, -3.9], [2.1, 1.5, -3.8], [5.0, 2.4, 4.2], [2.3, -1.9, -5.2], [3.9, -2.6, 3.2], [0.1, 0.0, 0.2], [0.0, 0.1, -0.2], [-0.1, 0.1, -0.2], [0.0, 0.2, 0.2], [0.0, -0.1, 0.1], [0.0, 0.0, -0.2], [0.1, -0.1, -0.1], [-0.1, 0.0, -0.2], [0.0, -0.1, -0.3], [1.0, 0.1, -2.6], [0.4, -1.0, 2.6], [-0.1, 1.8, -1.9], [-0.1, -2.9, -2.1], [0.0, 2.0, 2.7]], "lowdin_charge": [0.999, 0.818, 0.774, 0.414, 0.655, -0.289, -0.286, -0.826, -0.068, -0.055, -0.083, -0.096, -0.050, 0.230, 0.226, 0.232, 0.236, 0.137, 0.104, 0.077, 0.134, 0.106, 0.031, 0.134, 0.069, 0.100, -0.018, -0.219, 0.304, -0.163, 0.373]}



No. 2
{"formula": "C10H9IrN4O5", "method": "ωB97M-V/def2-TZVPD", "total_charge": 1, "energy_ha": -1085.5196, "multiplicity": 6, "symbols": ["Ir", "O", "C", "C", "N", "C", "C", "O", "O", "C", "C", "O", "O", "H", "H", "H", "H", "H", "H", "H", "H", "H", "N", "C", "C", "C", "N", "C", "N"], "positions_angstrom": [[0.363, -1.064, -0.052], [-1.788, -1.916, 0.096], [-2.880, -1.024, -0.214], [-2.696, 0.269, 0.558], [-1.543, 1.068, 0.134], [-1.524, 1.541, -1.227], [-1.146, 0.456, -2.338], [-1.587, 0.660, -3.436], [-0.375, -0.501, -1.938], [-0.990, 1.860, 1.144], [-0.126, 0.965, 2.309], [0.170, 1.646, 3.244], [0.025, -0.245, 2.003], [-1.955, -2.778, -0.306], [-3.814, -1.477, 0.119], [-2.943, -0.858, -1.290], [-2.560, 0.014, 1.608], [-3.605, 0.870, 0.457], [-0.784, 2.328, -1.353], [-2.505, 1.913, -1.531], [-1.741, 2.339, 1.776], [-0.279, 2.587, 0.764], [2.355, -1.040, 0.093], [3.502, -1.141, 0.013], [4.883, -1.237, -0.071], [5.639, -1.724, 1.015], [6.264, -2.130, 1.896], [5.548, -0.849, -1.253], [6.093, -0.533, -2.220]], "forces_ev_per_a": [[-1.5, 0.3, -0.8], [0.3, 0.2, 0.2], [-0.2, 0.2, 0.0], [0.1, -0.5, 0.0], [-0.5, 0.8, 0.6], [0.6, -1.0, -1.2], [-1.0, 1.8, 0.8], [0.4, -0.5, 0.1], [1.0, -1.1, 0.8], [0.2, -0.1, -0.1], [-0.2, 0.5, 0.0], [0.1, -0.3, -0.2], [0.1, -0.4, -0.5], [0.1, 0.0, -0.1], [0.0, -0.1, 0.0], [0.0, -0.1, 0.0], [0.0, 0.1, 0.0], [0.0, 0.0, -0.1], [-0.1, 0.1, 0.2], [0.0, 0.1, 0.2], [0.0, -0.2, 0.1], [-0.1, 0.0, -0.1], [0.7, -0.1, 0.0], [-0.7, 0.1, 0.1], [1.0, -0.1, -0.1], [-0.2, 0.0, 0.0], [0.0, 0.0, 0.0], [-0.1, 0.0, 0.0], [0.0, 0.0, 0.0]], "lowdin_charge": [1.454, -0.155, -0.162, -0.104, -0.128, -0.038, -0.617, 0.131, -0.185, -0.034, -0.580, 0.170, -0.126, 0.127, 0.145, 0.128, 0.141, 0.159, 0.141, 0.152, 0.155, 0.137, 0.028, -0.052, -0.141, -0.131, 0.260, -0.132, 0.259]}



No. 3
{"formula": "C10H9N", "method": "ωB97M-V/def2-TZVPD", "de_lowest_kcal_mol": 37.97, "smiles": "Cc1ccnc2ccccc12", "symbols": ["C", "C", "C", "C", "C", "C", "C", "C", "C", "C", "H", "H", "H", "H", "H", "H", "H", "H", "H", "N"], "positions_angstrom": [[-0.975, -0.737, -2.310], [0.025, -0.441, -1.251], [1.390, -0.616, -1.678], [2.452, -0.332, -0.793], [0.857, -0.016, 0.876], [0.782, 0.403, 2.248], [-0.478, 0.735, 2.701], [-1.561, 0.779, 1.785], [-1.529, 0.462, 0.535], [-0.231, 0.079, 0.073], [-1.541, 0.250, -2.429], [-1.761, -1.329, -1.930], [-0.665, -1.038, -3.212], [1.575, -0.790, -2.695], [3.507, -0.563, -1.130], [1.635, 0.401, 2.864], [-0.830, 0.965, 3.707], [-2.486, 1.290, 2.143], [-2.388, 0.765, -0.069], [2.221, -0.265, 0.564]], "forces_ev_per_a": [[-2.6, 4.1, 3.7], [3.2, -0.2, -1.3], [-2.2, 1.8, 2.4], [0.0, -2.3, 2.5], [4.4, 1.1, 2.9], [-3.2, -0.3, 0.0], [0.2, -0.3, 0.0], [-2.0, 2.1, 4.2], [1.0, -0.1, -3.1], [-1.2, -2.1, -4.0], [0.6, -1.0, -0.3], [-0.8, -1.2, 0.4], [1.6, -1.2, -3.1], [0.3, -0.5, -1.2], [-1.2, 0.8, 0.6], [0.9, -0.1, 0.5], [1.0, 0.1, 0.0], [0.6, -0.7, 0.0], [0.5, -0.7, -0.3], [-1.3, 0.9, -3.6]], "lowdin_charge": [-0.040, -0.164, -0.029, -0.120, -0.229, 0.003, -0.057, -0.141, -0.051, -0.134, 0.119, 0.072, 0.033, 0.081, 0.116, 0.094, 0.103, 0.122, 0.126, 0.096]}



No. 4
{"formula": "C11H10BrFO2", "method": "ωB97M-V/def2-TZVPD", "energy_ha": -3249.2286, "multiplicity": 3, "symbols": ["C", "C", "C", "C", "C", "C", "C", "C", "C", "C", "C", "O", "O", "F", "Br", "H", "H", "H", "H", "H", "H", "H", "H", "H", "H"], "positions_angstrom": [[-2.780, 0.081, -0.464], [-3.668, -0.308, 0.450], [-2.203, -1.538, 2.021], [-1.368, -0.265, -0.475], [-3.314, -0.897, 1.697], [-0.834, -1.225, 0.232], [2.217, 1.605, -0.189], [3.196, 1.667, -1.039], [-1.266, -2.300, 1.131], [0.655, -0.382, -1.283], [4.607, 2.324, -1.003], [-0.596, 0.229, -1.530], [0.515, -1.265, -0.233], [1.251, -0.794, -2.437], [-4.483, -0.225, 3.124], [-3.048, 0.623, -1.360], [-4.758, -0.079, 0.283], [-2.064, -1.802, 3.120], [2.142, 1.414, 0.816], [2.928, 1.480, -2.149], [-0.386, -2.694, 1.567], [-1.817, -3.193, 0.736], [4.637, 3.300, -1.601], [5.033, 2.625, -0.041], [5.403, 1.620, -1.374]], "forces_ev_per_a": [[1.2, 0.0, -1.1], [-2.0, 0.5, -0.8], [0.2, -2.0, 3.6], [-3.5, 1.2, -1.0], [-0.2, 0.9, 0.8], [3.2, -0.8, -1.7], [1.2, -0.1, -1.3], [0.5, 1.4, -2.6], [-1.8, 0.6, -0.8], [-0.8, 0.5, -0.2], [0.8, 0.2, -0.2], [1.2, -1.2, 1.7], [0.4, -0.7, -0.9], [-0.7, -0.4, 1.0], [0.5, -0.5, -0.4], [-0.5, 0.1, 0.0], [1.4, -0.1, 0.2], [-0.2, 0.7, -1.4], [-0.5, 0.1, 2.3], [0.2, 0.1, 1.5], [0.7, -0.2, 1.1], [0.5, 0.9, -0.5], [-0.3, -1.6, 0.4], [-0.7, -0.2, 0.3], [-1.0, 0.6, -0.2]], "lowdin_charge": [0.016, -0.165, -0.134, -0.197, -0.638, -0.155, 0.093, -0.262, -0.079, -0.316, -0.125, 0.112, 0.093, 0.092, 0.687, 0.125, 0.117, 0.128, 0.016, 0.113, 0.114, 0.152, 0.088, 0.052, 0.072]}



No. 5
{"formula": "C11H10BrIrNO", "method": "ωB97M-V/def2-TZVPD", "de_lowest_kcal_mol": 0.00, "multiplicity": 6, "symbols": ["C", "C", "C", "H", "C", "C", "H", "H", "H", "H", "Ir", "Br", "C", "C", "C", "H", "C", "C", "H", "H", "H", "H", "O", "C", "N"], "positions_angstrom": [[1.483, -1.446, -0.910], [2.232, -2.280, -0.007], [1.453, -3.479, 0.223], [3.189, -2.065, 0.431], [0.123, -3.219, -0.303], [0.192, -2.020, -1.079], [-0.588, -1.653, -1.735], [1.869, -0.555, -1.390], [1.821, -4.409, 0.679], [-0.733, -3.866, -0.205], [0.589, -1.680, 1.194], [0.347, 0.671, 1.164], [-1.998, 3.701, 0.281], [-2.531, 3.197, -0.939], [-1.537, 3.346, -1.948], [-3.533, 2.795, -1.080], [-0.391, 3.945, -1.350], [-0.676, 4.161, 0.027], [-0.007, 4.618, 0.754], [-2.515, 3.749, 1.238], [-1.644, 3.079, -2.998], [0.533, 4.214, -1.860], [1.130, -4.660, 3.697], [0.779, -3.608, 3.270], [0.414, -2.536, 2.844]], "forces_ev_per_a": [[0.3, -0.7, -1.1], [0.4, -1.1, -1.3], [0.0, -0.5, -1.2], [0.4, -0.2, -0.4], [1.3, -1.3, -1.1], [0.6, -0.1, -0.7], [0.0, 0.1, 0.4], [-0.3, 0.0, 0.3], [-0.5, 0.8, 0.2], [0.1, -0.1, -0.2], [-1.8, 3.4, 2.0], [-0.3, 1.5, -0.1], [-0.8, -0.5, -0.8], [-0.1, 0.6, 2.7], [3.1, 1.2, -0.2], [0.3, 0.1, 0.1], [-1.3, -1.0, -2.1], [-0.9, -0.2, 0.3], [-0.2, -0.2, -0.2], [0.2, -0.1, -0.3], [0.1, 0.1, 0.4], [-0.3, -0.1, 0.1], [-0.5, 1.5, -0.7], [0.3, -1.6, 1.0], [-0.1, -1.8, 2.9]], "lowdin_charge": [-0.268, -0.269, -0.219, 0.103, -0.238, -0.207, 0.114, 0.105, 0.121, 0.106, 1.090, 0.082, -0.133, -0.081, -0.095, 0.100, -0.115, -0.094, 0.106, 0.089, 0.094, 0.090, 0.117, -0.449, -0.150]}



No. 6
{"formula": "C11H10BrNNdO", "method": "ωB97M-V/def2-TZVPD", "total_charge": -1, "energy_ha": -3690.6949, "multiplicity": 4, "symbols": ["C", "C", "C", "H", "C", "C", "H", "H", "H", "H", "Nd", "Br", "C", "C", "C", "H", "C", "C", "H", "H", "H", "H", "O", "C", "N"], "positions_angstrom": [[0.808, 0.353, -2.273], [0.542, 1.469, -1.368], [1.512, 1.372, -0.324], [-0.257, 2.229, -1.491], [2.366, 0.250, -0.559], [1.907, -0.419, -1.746], [2.500, -1.205, -2.291], [0.316, 0.061, -3.197], [1.708, 2.021, 0.522], [3.314, -0.013, -0.036], [-0.524, -0.865, -0.636], [-3.190, 0.206, -0.751], [-2.222, -3.997, -1.364], [-1.014, -4.466, -1.939], [-0.881, -3.880, -3.232], [-0.328, -5.206, -1.519], [-2.011, -3.052, -3.458], [-2.844, -3.118, -2.301], [-3.776, -2.585, -2.144], [-2.598, -4.311, -0.395], [-0.074, -4.105, -3.935], [-2.193, -2.515, -4.385], [-0.185, 1.915, 3.021], [-0.385, 1.078, 2.197], [-0.526, 0.180, 1.361]], "forces_ev_per_a": [[1.2, 0.6, 0.0], [0.7, -0.8, -0.6], [0.6, -0.8, -0.8], [0.7, -0.8, 0.2], [-0.5, -0.2, -0.8], [0.7, 0.8, -0.4], [-1.1, 0.8, 0.7], [-0.1, 0.4, 0.0], [-0.6, 0.1, -0.1], [-1.2, 0.2, -0.2], [-1.7, -0.8, 0.8], [0.6, 0.0, -0.2], [0.3, 0.5, -0.2], [0.4, 0.4, -0.4], [0.0, -0.1, 0.5], [-0.2, 0.2, 0.0], [0.2, -0.2, 0.6], [0.6, -0.1, 0.0], [0.2, -0.1, -0.1], [-0.1, 0.1, -0.1], [-0.3, 0.2, 0.2], [-0.1, 0.0, 0.3], [-0.3, -0.5, -0.7], [0.0, -2.4, -1.8], [0.3, 2.4, 3.1]], "lowdin_charge": [-0.371, -0.229, -0.184, 0.105, -0.165, -0.268, 0.110, 0.091, 0.096, 0.102, 1.497, -0.292, -0.243, -0.237, -0.223, 0.059, -0.213, -0.248, 0.046, 0.062, 0.063, 0.066, 0.049, -0.497, -0.173]}



No. 7
{"formula": "C11H10BrNSeTb", "method": "ωB97M-V/def2-TZVPD", "de_lowest_kcal_mol": 55.79, "total_charge": -1, "multiplicity": 7, "symbols": ["C", "C", "C", "H", "C", "C", "H", "H", "H", "H", "Tb", "Br", "C", "C", "C", "H", "C", "C", "H", "H", "H", "H", "Se", "C", "N"], "positions_angstrom": [[-1.876, -0.648, -0.093], [-1.501, -1.091, 1.231], [-1.825, -0.035, 2.144], [-1.129, -2.107, 1.519], [-2.309, 1.059, 1.376], [-2.405, 0.682, 0.005], [-2.814, 1.275, -0.827], [-1.930, -1.317, -0.949], [-1.777, -0.122, 3.233], [-2.578, 2.017, 1.798], [0.716, -0.374, 0.404], [2.092, -2.533, 1.283], [2.181, 0.695, -1.573], [1.164, 1.499, -2.200], [0.205, 0.630, -2.779], [1.194, 2.584, -2.335], [0.593, -0.719, -2.511], [1.856, -0.687, -1.829], [2.466, -1.546, -1.562], [3.135, 1.063, -1.195], [-0.640, 0.937, -3.400], [0.132, -1.603, -2.955], [2.310, -0.117, 5.134], [1.624, 0.118, 3.566], [1.117, 0.340, 2.515]], "forces_ev_per_a": [[-0.4, 0.0, 0.4], [-1.2, -0.2, 0.5], [0.1, -0.4, -1.1], [-0.5, 0.9, -0.3], [0.0, -0.7, 0.0], [0.9, -0.7, 0.4], [0.4, -0.3, 0.6], [0.1, 0.3, 0.1], [0.3, 0.3, -0.5], [-0.1, 0.0, -0.1], [-0.8, 1.0, 0.1], [0.0, -0.4, -0.3], [-0.3, -0.3, -0.8], [0.1, -0.8, 0.1], [0.5, -0.3, 0.4], [-0.1, -0.4, 0.3], [1.0, 0.7, -0.3], [-0.3, 0.6, -0.7], [-0.1, 0.2, -0.1], [-0.3, -0.1, 0.0], [0.2, -0.1, 0.5], [0.0, 0.2, 0.4], [0.5, -0.2, 1.1], [-1.2, 0.8, -2.3], [1.2, 0.1, 1.5]], "lowdin_charge": [-0.291, -0.361, -0.183, 0.086, -0.157, -0.150, 0.089, 0.084, 0.098, 0.076, 1.287, -0.123, -0.276, -0.164, -0.163, 0.086, -0.206, -0.357, 0.055, 0.088, 0.090, 0.093, 0.500, -1.030, -0.172]}



No. 8
{"formula": "C11H10ClP", "method": "ωB97M-V/def2-TZVPD", "de_lowest_kcal_mol": 10.27, "smiles": "Cl/P=C1/CC=C[C@@H]1c1ccccc1", "symbols": ["C", "C", "C", "C", "C", "C", "C", "C", "C", "C", "C", "P", "Cl", "H", "H", "H", "H", "H", "H", "H", "H", "H", "H"], "positions_angstrom": [[1.016, -1.738, -2.388], [-0.292, -1.415, -2.046], [2.138, -1.187, -1.765], [-0.504, -0.558, -0.986], [1.915, -0.546, -0.543], [0.610, -0.124, -0.271], [-1.721, 1.366, 1.752], [-0.825, 1.633, 0.827], [-0.089, -0.230, 2.256], [-1.482, 0.190, 2.640], [0.394, 0.663, 1.018], [0.641, -1.597, 2.882], [2.498, -1.642, 2.157], [1.224, -2.191, -3.410], [-1.137, -1.894, -2.426], [3.115, -1.394, -2.211], [-1.439, -0.148, -0.842], [2.685, -0.126, -0.018], [-2.631, 1.779, 1.942], [-1.045, 2.268, -0.130], [-1.536, 0.439, 3.647], [-2.219, -0.524, 2.525], [1.244, 1.170, 1.451]], "forces_ev_per_a": [[0.8, 0.1, -2.8], [1.2, 0.0, 1.3], [-0.8, -1.0, 0.6], [2.7, -0.3, -0.6], [-1.9, 0.2, -3.1], [0.5, -0.3, 1.9], [0.6, -1.1, 0.2], [0.5, -0.1, -1.2], [0.8, -0.7, -1.8], [2.3, 1.3, -1.0], [-1.9, 0.1, 0.6], [-1.6, 0.6, 0.8], [1.2, -0.1, -0.3], [-0.5, 0.0, 1.5], [-1.0, -0.5, -1.3], [-0.2, 0.2, 0.5], [-2.0, 0.5, 0.8], [1.9, 0.8, 1.4], [-2.5, 1.7, -0.2], [0.9, -0.9, 2.2], [0.0, 0.7, 2.1], [-1.6, -1.8, -0.7], [0.7, 0.4, -0.7]], "lowdin_charge": [-0.100, -0.077, -0.070, -0.034, -0.117, -0.210, -0.109, -0.050, -0.522, -0.218, -0.241, 0.556, 0.210, 0.120, 0.086, 0.107, 0.087, 0.048, 0.075, 0.154, 0.090, 0.092, 0.125]}



Number 3 is which compound?
C10H9N